The following is a DFT calculation (ωB97M-V/def2-TZVPD) of a cluster of 8 separate species, C16H38BF19N4O6P2 in total in a non-equilibrium geometry.

The value obtained for the energy above the lowest of the compared OMol25 structures with the same formula, charge and spin is 3.869 eV. The HOMO energy comes out at -5.5 eV. For the orbital gap, the calculation gives 0.133 hartree. As for the LUMO energy: -1.87 eV. The calculation puts the calculated total energy at -106352.494 eV. For the largest force on an atom, the calculation gives 3.7 eV/A.

Structure (ORCA input):
```
! RIJCOSX wB97M-V def2-TZVPD def2/J DEFGRID3
* xyz 0 1
C 1.33744 4.10639 1.01313
C 0.25750 4.34461 1.98463
O -0.16810 5.39067 2.32588
N -0.35604 3.12884 2.68446
H -1.35046 3.26752 2.44638
H -0.11762 2.23985 2.24419
C -0.00158 3.07697 4.15184
H 1.54109 5.00470 0.43256
H 1.04386 3.34531 0.28466
H 2.29367 3.81577 1.45070
H -0.61114 2.25157 4.51061
H -0.32237 3.98966 4.63939
H 1.04461 2.83347 4.30297
C 2.10511 -3.30313 0.37294
C 2.25864 -2.82264 1.78146
O 3.19026 -2.98152 2.48010
N 1.07427 -1.98883 2.23874
H 1.49135 -1.27907 2.87720
H 0.80101 -1.37184 1.45297
C -0.00673 -2.88064 2.73195
H 2.87283 -4.05969 0.18980
H 2.36949 -2.49773 -0.31342
H 1.17171 -3.76917 0.06950
H 0.44141 -3.53341 3.48164
H -0.38289 -3.49481 1.92179
H -0.73591 -2.29629 3.28390
C -5.04606 -5.29253 -0.22314
C -4.00945 -4.21300 -0.39269
O -3.15748 -3.98369 0.38257
N -4.17299 -3.28499 -1.60905
H -4.02818 -3.79603 -2.48186
H -5.16403 -3.03337 -1.57241
C -3.25634 -2.08746 -1.44091
H -4.88890 -5.82814 0.70536
H -4.90624 -5.97442 -1.06737
H -6.04656 -4.86072 -0.26495
H -2.21796 -2.37300 -1.35534
H -3.65674 -1.45546 -0.65517
H -3.36402 -1.49750 -2.35369
C 6.07734 -0.59510 0.43941
C 4.77888 0.05469 -0.00094
O 3.91155 0.47407 0.65776
N 4.63374 0.21154 -1.51762
H 5.27933 0.95062 -1.82968
H 5.09961 -0.52595 -2.06211
C 3.21337 0.40624 -2.02341
H 5.87950 -1.64065 0.17673
H 6.36323 -0.48281 1.47666
H 6.85410 -0.24120 -0.24160
H 3.36122 0.34835 -3.09887
H 2.89926 1.39830 -1.71377
H 2.52084 -0.30306 -1.58381
C 0.10843 1.72650 -6.57026
O -1.19216 1.51896 -5.90614
O 0.35516 3.02498 -6.69946
C 1.28497 0.85290 -6.05902
F 1.83556 1.32747 -4.90518
F 0.88587 -0.42502 -5.74707
F 2.22878 0.74204 -7.00000
C -1.16933 1.15009 -4.55453
C -2.57050 0.81460 -4.10285
H -2.63464 0.82205 -3.01073
H -3.31580 1.51090 -4.48477
H -2.78471 -0.21104 -4.42320
H -0.70173 1.89893 -3.90391
H -0.57758 0.23993 -4.37740
H -0.17056 1.29842 -7.55304
P -0.33917 0.45571 0.01771
F -1.10955 -0.49167 1.10288
F -1.29650 1.65703 0.45552
F 0.79789 0.78265 1.12103
F 0.38832 1.36945 -1.09895
F 0.60902 -0.82392 -0.41244
F -1.38908 -0.09294 -1.07762
P -3.90974 2.70544 3.43200
F -4.87501 4.00317 3.43235
F -5.05614 1.82637 2.75831
F -3.32119 3.14869 1.94073
F -2.93800 1.39592 3.44088
F -2.74461 3.70297 4.01790
F -4.36934 2.39017 4.94255
B 1.96164 -0.22845 4.78496
F 1.16244 0.29510 3.75522
F 2.00864 0.60457 5.90267
F 1.38645 -1.47674 5.13731
F 3.25378 -0.40652 4.25448
*
```


The following is a DFT calculation (ωB97M-V/def2-TZVPD) of the molecule CHClOS2 in a non-equilibrium geometry.

The value obtained for the energy above the lowest of the compared OMol25 structures with the same formula, charge and spin is 2.295 eV. The HOMO energy comes out at -9.4 eV. For the orbital gap, the calculation gives 0.323 hartree. Its SMILES is S=C(S)OCl. As for the LUMO energy: -0.67 eV. The calculation puts the calculated total energy at -37291.183 eV. For the largest force on an atom, the calculation gives 1.7 eV/A.

Structure (ORCA input):
```
! RIJCOSX wB97M-V def2-TZVPD def2/J DEFGRID3
* xyz 0 1
S 1.04896 0.57649 2.36507
C 0.78902 1.45619 1.04199
S 0.17585 0.96223 -0.50210
O 1.02910 2.86318 1.18483
Cl 0.86712 3.83685 -0.21340
H -0.02912 -0.30183 -0.11920
*
```


The following is a DFT calculation (ωB97M-V/def2-TZVPD) of a structure of composition C4H7NO in a non-equilibrium geometry.

The value obtained for the energy above the lowest of the compared OMol25 structures with the same formula, charge and spin is 5.300 eV. The HOMO energy comes out at -8.5 eV. For the orbital gap, the calculation gives 0.347 hartree. As for the LUMO energy: 0.99 eV. The calculation puts the calculated total energy at -7794.344 eV. For the largest force on an atom, the calculation gives 3.6 eV/A.

Structure (ORCA input):
```
! RIJCOSX wB97M-V def2-TZVPD def2/J DEFGRID3
* xyz 0 1
O -2.35114 0.47750 0.82469
N -1.83371 0.23994 -0.48071
C -0.57467 0.08723 -0.31338
C 0.31810 0.43076 0.79740
C 1.51790 -0.27588 0.17164
C 0.58488 -0.60024 -1.03111
H -3.28695 0.62733 0.65385
H 0.10533 1.32221 -0.12350
H 0.05555 0.41417 1.87771
H 2.38318 0.37154 -0.00770
H 1.87676 -1.17749 0.68709
H 0.88756 -0.25962 -2.01641
H 0.31722 -1.65746 -1.03956
*
```


The following is a DFT calculation (ωB97M-V/def2-TZVPD) of the molecule C4H4N2O in a non-equilibrium geometry.

The value obtained for the energy above the lowest of the compared OMol25 structures with the same formula, charge and spin is 4.578 eV. The HOMO energy comes out at -8.8 eV. For the orbital gap, the calculation gives 0.337 hartree. Its SMILES is C1=NN=C[C@H]2O[C@@H]12. As for the LUMO energy: 0.41 eV. The calculation puts the calculated total energy at -9235.909 eV. For the largest force on an atom, the calculation gives 3.9 eV/A.

Structure (ORCA input):
```
! RIJCOSX wB97M-V def2-TZVPD def2/J DEFGRID3
* xyz 0 1
C 0.56781 1.31048 0.34964
N -0.67588 1.49521 0.40000
N -1.43501 0.42314 0.69567
C -1.14359 -0.77901 0.49494
C 0.00540 -1.03175 -0.36760
O 0.00488 -0.08184 -1.33026
C 0.96192 0.13741 -0.37424
H 1.17852 2.10493 0.63262
H -1.72332 -1.56202 0.94253
H 0.38251 -1.91797 -0.68988
H 1.87675 -0.09858 -0.75341
*
```


The following is a DFT calculation (ωB97M-V/def2-TZVPD) of a cluster of 2 separate species, C4H10N2 in total in a non-equilibrium geometry.

The value obtained for the energy above the lowest of the compared OMol25 structures with the same formula, charge and spin is 2.153 eV. The HOMO energy comes out at -9.2 eV. For the orbital gap, the calculation gives 0.379 hartree. Its SMILES is [H]/N=C/N.C=CC. As for the LUMO energy: 1.08 eV. The calculation puts the calculated total energy at -7288.467 eV. For the largest force on an atom, the calculation gives 1.8 eV/A.

Structure (ORCA input):
```
! RIJCOSX wB97M-V def2-TZVPD def2/J DEFGRID3
* xyz 0 1
H 2.27611 0.65947 -2.01717
N 1.76354 -0.00251 -1.43333
C 2.48074 -0.04511 -0.37736
N 1.92759 -0.37500 0.86760
H 3.56294 0.11990 -0.32754
H 0.92912 -0.34090 0.70165
H 2.21067 0.23112 1.63011
C -1.30769 1.21789 0.52691
C -1.91238 0.01956 0.57660
C -1.70817 -1.09228 -0.42259
H -1.49072 1.86125 1.38978
H -1.08745 1.77798 -0.37853
H -2.64837 -0.02309 1.36513
H -2.28150 -0.94118 -1.35229
H -0.65955 -1.03305 -0.70642
H -2.05488 -2.03404 -0.04253
*
```


The following is a DFT calculation (ωB97M-V/def2-TZVPD) of the molecule C3HCl3 in a non-equilibrium geometry.

The value obtained for the energy above the lowest of the compared OMol25 structures with the same formula, charge and spin is 0.443 eV. The HOMO energy comes out at -11.0 eV. For the orbital gap, the calculation gives 0.412 hartree. Its SMILES is C#CC(Cl)(Cl)Cl. As for the LUMO energy: 0.20 eV. The calculation puts the calculated total energy at -40691.691 eV. For the largest force on an atom, the calculation gives 3.6 eV/A.

Structure (ORCA input):
```
! RIJCOSX wB97M-V def2-TZVPD def2/J DEFGRID3
* xyz 0 1
C -2.53487 -0.88281 0.62850
C -1.46966 -0.55750 0.23952
C -0.07768 -0.09992 0.02783
Cl -0.32550 1.49519 -0.91453
Cl 1.01262 0.37851 1.43731
Cl 0.95966 -1.26327 -0.89740
H -3.50199 -1.13586 0.99338
*
```